No. 1
# C5H9NO

2 unconnected molecules or ions with the total composition C5H9NO in a non-equilibrium geometry (the ωB97M-V functional and the def2-TZVPD basis, the OMol25 dataset).

## Properties
- Calculated total energy: -325.86248 hartree
- Charge: 0
- Kohn-Sham gap: 10.38 eV
- Structure (SMILES): C=C(C)C#N.CO
- HOMO: -9.9 eV
- Energy above the lowest of the compared OMol25 structures with the same formula, charge and spin: 47.1 kcal/mol

Cartesian coordinates (Å):
1 C 1.3601 0.3463 0.7714
2 C 1.0065 -0.9275 0.9623
3 C -0.3822 -1.4713 0.7415
4 C 2.0036 -1.8708 1.4177
5 N 2.7862 -2.6400 1.7897
6 H 2.3793 0.6802 0.9418
7 H 0.6191 1.0733 0.4467
8 H -0.7651 -1.9407 1.6542
9 H -1.0538 -0.6614 0.4434
10 H -0.3758 -2.2396 -0.0400
11 C -1.1079 1.5031 -1.8311
12 O -1.3595 1.5286 -0.4377
13 H -1.9900 1.1884 -2.4042
14 H -0.3107 0.7724 -1.9910
15 H -0.7652 2.4765 -2.2067
16 H -2.0445 2.1825 -0.2580

No. 2
# C5H7BrNO3S

2 unconnected molecules or ions with the total composition C5H7BrNO3S (the ωB97M-V functional and the def2-TZVPD basis, the OMol25 dataset).

## Properties
- Calculated total energy: -3446.99119 hartree
- Charge: +1
- Kohn-Sham gap: 5.79 eV
- HOMO: -12.9 eV

Cartesian coordinates (Å):
1 N -2.5894 0.2317 -2.3204
2 C -2.0369 1.1960 -2.0261
3 O -1.4239 2.2902 -1.5881
4 S -2.2772 2.9972 -0.3586
5 Br -0.7425 4.1348 0.5517
6 H -2.2598 1.9219 0.4793
7 O 2.6669 -0.8701 2.3994
8 C 1.8212 -0.9919 1.5730
9 O 0.4889 -0.9231 1.8820
10 C -0.3027 -1.1782 0.7194
11 C 0.5996 -0.8344 -0.4604
12 C 1.9758 -1.2126 0.0768
13 H -0.6088 -2.2256 0.7161
14 H -1.2010 -0.5608 0.7846
15 H 0.3175 -1.3527 -1.3746
16 H 0.5689 0.2426 -0.6541
17 H 2.2141 -2.2629 -0.0961
18 H 2.7893 -0.6022 -0.3041

No. 3
# C23H21BrF4IrN6O7

A molecular structure, C23H21BrF4IrN6O7 in a non-equilibrium geometry (the ωB97M-V functional and the def2-TZVPD basis, the OMol25 dataset).

## Properties
- Calculated total energy: -4821.52778 hartree
- Charge: +1
- Kohn-Sham gap (spin up / spin down): 6.36 / 6.36 eV
- HOMO (spin up / spin down): -11.3 / -11.3 eV
- Energy above the lowest of the compared OMol25 structures with the same formula, charge and spin: 23.3 kcal/mol

Cartesian coordinates (Å):
1 Ir -0.0662 -0.3113 -0.8368
2 C 3.2669 -1.3620 -0.4220
3 C 2.9711 0.0310 -0.9332
4 N 1.7384 0.2314 -1.7949
5 C 1.9937 -0.3678 -3.1460
6 C 0.7794 -0.4033 -4.0587
7 C 1.6767 1.7246 -2.0047
8 C 0.9241 2.3649 -0.8694
9 N -0.3134 1.6002 -0.7952
10 C -1.5080 2.2541 -0.4727
11 C -2.6937 1.9245 -1.1441
12 F -2.6848 0.9992 -2.1013
13 C -3.8779 2.5662 -0.8452
14 F -4.9739 2.2246 -1.5149
15 C -3.9344 3.5450 0.1256
16 C -2.7756 3.8735 0.7993
17 F -2.7968 4.7934 1.7604
18 C -1.5819 3.2439 0.5120
19 F -0.4922 3.5446 1.2256
20 H 4.0523 -1.2687 0.3296
21 H 3.6501 -2.0318 -1.1938
22 H 2.4112 -1.8106 0.0737
23 H 3.8091 0.3848 -1.5386
24 H 2.8662 0.6997 -0.0855
25 H 2.3921 -1.3673 -2.9978
26 H 2.8026 0.2134 -3.5957
27 H -0.1108 -0.7496 -3.5322
28 H 0.9645 -1.0986 -4.8783
29 H 0.5541 0.5669 -4.4997
30 H 1.1385 1.9135 -2.9311
31 H 2.6947 2.1014 -2.1034
32 H 0.7320 3.4148 -1.0823
33 H 1.4681 2.2915 0.0755
34 H -4.8682 4.0377 0.3604
35 Br 2.1907 -5.5662 -2.5302
36 C 0.6803 -4.5725 -2.0244
37 C -0.5797 -5.1392 -1.9850
38 C -1.6333 -4.3248 -1.6080
39 C -1.3985 -3.0053 -1.2805
40 N -0.1681 -2.4538 -1.3064
41 C 0.8451 -3.2455 -1.6824
42 H -0.7302 -6.1783 -2.2443
43 H -2.6447 -4.7038 -1.5697
44 H -2.2201 -2.3631 -1.0097
45 H 1.8279 -2.8168 -1.6973
46 O -2.6921 0.6840 6.1288
47 N -1.4826 0.6740 6.0523
48 O -0.7110 0.8235 6.9728
49 C -0.8957 0.4562 4.7202
50 C -1.7184 0.3399 3.6435
51 C -1.1681 0.0921 2.3808
52 C 0.2442 -0.0273 2.1656
53 O 0.8394 -0.2896 1.0735
54 C 1.0242 0.1916 3.3484
55 C 0.4901 0.3859 4.5868
56 N 2.4955 0.2200 3.2540
57 O 2.9914 0.7033 2.2546
58 O 3.1160 -0.2443 4.1837
59 N -2.1371 -0.0392 1.3307
60 O -3.2626 0.3257 1.5094
61 O -1.8522 -0.6133 0.2268
62 H -2.7888 0.4109 3.7721
63 H 1.1314 0.5023 5.4490

No. 4
# C3H3NO2S2

A molecular structure, C3H3NO2S2 in a non-equilibrium geometry (the ωB97M-V functional and the def2-TZVPD basis, the OMol25 dataset).

## Properties
- Calculated total energy: -1117.65362 hartree
- Charge: 0
- Kohn-Sham gap: 9.53 eV
- HOMO: -9.9 eV
- Energy above the lowest of the compared OMol25 structures with the same formula, charge and spin: 45.5 kcal/mol

Cartesian coordinates (Å):
1 C -1.1318 0.3407 1.2303
2 C -2.7028 0.0250 -0.2245
3 C -0.4251 -0.3516 -0.4660
4 N -2.2970 0.6567 0.9978
5 O -3.8223 -0.1855 -0.5386
6 O -1.7086 -0.4172 -0.9762
7 S 0.2838 -2.0223 -0.3661
8 S 0.4912 0.9891 -1.1104
9 H -0.4385 0.7465 1.9521
10 H 1.1822 -1.8572 -1.4070
11 H 1.1225 0.3687 -2.2082

No. 5
# C5H12N

2 unconnected molecules or ions with the total composition C5H12N in a non-equilibrium geometry (the ωB97M-V functional and the def2-TZVPD basis, the OMol25 dataset).

## Properties
- Calculated total energy: -252.05767 hartree
- Charge: +1
- Kohn-Sham gap: 9.66 eV
- HOMO: -13.6 eV
- Energy above the lowest of the compared OMol25 structures with the same formula, charge and spin: 108.8 kcal/mol

Cartesian coordinates (Å):
1 C 0.2601 0.9622 -0.0793
2 C 1.2466 0.1023 0.0415
3 C 2.5990 0.5248 -0.3436
4 C 0.9234 -1.3714 0.3626
5 C -1.7905 0.5028 0.6279
6 N -2.6289 0.0294 -0.4717
7 H 0.2369 1.9574 -0.2321
8 H 3.2880 0.1583 0.4473
9 H 2.9412 -0.0098 -1.3236
10 H 2.6760 1.6318 -0.1522
11 H 0.2021 -1.4355 1.3128
12 H 1.8039 -1.9649 0.5696
13 H 0.4301 -1.8346 -0.4124
14 H -1.4108 -0.2737 1.2545
15 H -2.1838 1.4118 1.1096
16 H -3.5996 -0.3579 -0.3440
17 H -2.1711 -0.7174 -0.9825
18 H -2.8224 0.6844 -1.3846

No. 6
# C19H18I2N3O4PTeTl

A molecular structure, C19H18I2N3O4PTeTl (the ωB97M-V functional and the def2-TZVPD basis, the OMol25 dataset).

## Properties
- Calculated total energy: -2577.15264 hartree
- Charge: +1
- Kohn-Sham gap (spin up / spin down): 6.26 / 6.08 eV
- HOMO (spin up / spin down): -11.1 / -11.5 eV
- Energy above the lowest of the compared OMol25 structures with the same formula, charge and spin: 0.0 kcal/mol

Cartesian coordinates (Å):
1 Tl 0.6250 0.0346 -0.8290
2 I -2.9469 -2.7236 2.6749
3 C -2.3922 -0.7294 2.8686
4 C -2.9073 0.0622 3.8719
5 C -2.5302 1.3919 3.9895
6 I -3.3694 2.4973 5.5503
7 C -1.6018 1.9844 3.0735
8 C -1.1787 3.3238 3.1330
9 C -0.2873 3.7990 2.2046
10 C 0.1764 2.9314 1.2149
11 N -0.2060 1.6710 1.1384
12 C -1.0692 1.1886 2.0380
13 C -1.4467 -0.2301 1.8925
14 O -0.9918 -0.9490 0.9956
15 H -3.6123 -0.3595 4.5747
16 H -1.5603 3.9678 3.9133
17 H 0.0566 4.8233 2.2308
18 H 0.8811 3.2681 0.4625
19 N -2.2547 3.8911 -5.4290
20 C -2.5167 3.1561 -4.5860
21 C -2.8023 2.2229 -3.5394
22 C -4.0699 1.6753 -3.3563
23 C -4.2528 0.7654 -2.3309
24 C -3.1673 0.4291 -1.5355
25 N -1.9546 0.9536 -1.7041
26 C -1.7762 1.8332 -2.6812
27 H -4.8831 1.9620 -4.0087
28 H -5.2184 0.3163 -2.1473
29 H -3.2628 -0.2962 -0.7345
30 H -0.7816 2.2532 -2.7920
31 C 1.2520 -3.6977 1.5914
32 C 2.1525 -3.5984 0.3788
33 O 3.4249 -2.9916 0.7108
34 P 3.6175 -1.4246 0.4998
35 O 2.5596 -0.5597 1.0708
36 Te 5.8048 -0.9701 1.4172
37 O 3.6290 -1.2144 -1.0888
38 C 4.5494 -1.9094 -1.9502
39 C 4.3495 -1.4074 -3.3626
40 H 0.3037 -4.1457 1.2921
41 H 1.0554 -2.7075 1.9999
42 H 1.7104 -4.3186 2.3602
43 H 1.6588 -3.0267 -0.4131
44 H 2.3947 -4.5829 -0.0174
45 H 4.3647 -2.9842 -1.8876
46 H 5.5712 -1.7174 -1.6105
47 H 3.3192 -1.5688 -3.6807
48 H 5.0135 -1.9461 -4.0373
49 H 4.5706 -0.3425 -3.4259